# 1
This record from the OMol25 dataset describes a 2-piece molecular cluster, C11H14N2 overall. The level of theory is wB97M-V/def2-TZVPD.

```
27
Properties=species:S:1:pos:R:3:mulliken_charge:R:1
C -0.75 0.24 -2.81 -1.20
C 0.61 -0.36 -2.74 0.77
C 1.52 -0.30 -1.72 -0.61
N 2.48 -1.23 -2.00 -0.06
C 2.11 -1.86 -3.14 -0.27
N 0.98 -1.38 -3.58 -0.61
H -1.37 -0.26 -2.06 0.25
H -1.23 -0.01 -3.75 0.37
H -0.81 1.30 -2.57 0.35
H 1.60 0.42 -0.93 0.51
H 3.35 -1.36 -1.51 0.18
H 2.53 -2.75 -3.58 0.40
C -0.07 -1.17 3.55 -1.49
C -0.58 0.00 2.78 1.06
C -0.98 -0.14 1.44 -0.55
C -1.41 0.93 0.70 0.11
C -1.64 2.18 1.30 -0.81
C -1.40 2.25 2.65 -0.19
C -0.99 1.16 3.43 -0.66
H -0.22 -1.16 4.60 0.40
H 0.98 -1.27 3.35 0.33
H -0.41 -2.12 3.15 0.38
H -0.72 -1.04 0.90 0.34
H -1.53 0.91 -0.38 0.03
H -1.80 3.05 0.68 0.37
H -1.35 3.24 3.10 0.31
H -0.85 1.45 4.46 0.29
```

Calculated values
- SMILES string: Cc1c[nH]cn1.Cc1ccccc1
- LUMO level: 0.80 eV
- HOMO: -0.3143 Eh
- Kohn-Sham gap: 9.4 eV



# 2
This record from the OMol25 dataset describes a 2-piece molecular cluster, C11H14N2 overall. The level of theory is wB97M-V/def2-TZVPD.

```
27
Properties=species:S:1:pos:R:3:lowdin_spin:R:1
C -0.35 -1.34 1.81 0.00
C -3.49 -2.23 -0.96 0.00
C -2.25 -2.84 -1.11 0.00
C -3.72 -1.35 0.09 0.00
C -1.34 -2.75 -0.06 0.00
C -2.72 -1.14 1.03 0.00
C -1.48 -1.76 0.92 0.00
H -4.21 -2.37 -1.75 0.00
H -2.11 -3.53 -1.93 0.00
H -4.72 -0.97 0.21 0.00
H -0.52 -3.45 0.01 0.00
H -2.94 -0.38 1.77 0.00
H -0.51 -0.28 2.05 0.00
H 0.68 -1.48 1.48 0.00
H -0.39 -1.81 2.80 0.00
C 3.63 1.73 1.33 0.05
C 2.20 2.09 -1.85 0.24
C 2.84 2.11 0.17 0.26
C 1.49 2.60 0.16 0.32
N 3.23 1.81 -1.08 -0.01
N 1.13 2.59 -1.11 0.09
H 2.27 2.13 -2.92 0.01
H 0.17 2.59 -1.44 0.00
H 0.83 2.87 0.97 0.01
H 3.97 0.68 1.26 0.02
H 3.11 1.81 2.28 0.00
H 4.60 2.22 1.34 0.02
```

Calculated values
- 2S+1: 2
- LUMO level (spin up / spin down): -3.97 / -7.89 eV
- HOMO (spin up / spin down): -0.4132 / -0.4132 Eh
- Net charge: +1
- Kohn-Sham gap (spin up / spin down): 7.3 / 3.4 eV



# 3
This record from the OMol25 dataset describes a 2-piece molecular cluster, C11H14N2O overall. The level of theory is wB97M-V/def2-TZVPD.

```
28
Properties=species:S:1:pos:R:3:mulliken_charge:R:1
C -3.81 1.50 -1.38 -1.43
C -2.86 0.43 -0.88 0.85
C -1.54 0.41 -1.32 -0.47
C -0.65 -0.59 -0.92 -0.39
C -1.10 -1.56 -0.05 0.33
O -0.25 -2.36 0.70 -0.63
C -2.44 -1.62 0.30 -0.53
C -3.30 -0.58 -0.05 -0.51
H -3.79 2.37 -0.72 0.28
H -4.84 1.16 -1.27 0.36
H -3.48 1.84 -2.35 0.36
H -1.20 1.14 -2.05 0.34
H 0.34 -0.52 -1.35 0.40
H 0.56 -1.88 0.82 0.28
H -2.75 -2.40 1.00 0.38
H -4.31 -0.71 0.29 0.32
C 1.04 0.38 1.99 -1.29
C 2.10 0.67 1.00 0.80
C 2.45 1.75 0.27 -0.67
N 3.58 1.44 -0.44 -0.09
C 3.87 0.14 -0.15 -0.24
N 3.03 -0.34 0.71 -0.52
H 0.06 0.51 1.57 0.25
H 1.22 0.98 2.87 0.37
H 1.06 -0.65 2.36 0.41
H 1.92 2.67 0.10 0.41
H 3.91 2.01 -1.21 0.23
H 4.73 -0.36 -0.56 0.43
```

Calculated values
- SMILES string: Cc1ccc(O)cc1.Cc1c[nH]cn1
- LUMO level: 0.72 eV
- HOMO: -0.3043 Eh
- Kohn-Sham gap: 9.0 eV



# 4
This record from the OMol25 dataset describes C11H14N2O3 as an isolated structure. The level of theory is wB97M-V/def2-TZVPD.

```
30
Properties=species:S:1:pos:R:3:mulliken_charge:R:1
C -0.23 0.27 -0.51 0.27
C 0.31 0.73 -1.84 0.22
C 0.31 1.10 0.75 -1.22
C -0.44 0.73 2.19 0.92
C -1.87 0.56 2.22 -0.39
C 0.28 0.05 3.10 -0.54
C -2.43 -0.23 3.29 -0.26
C -0.45 -0.69 4.20 -0.29
C -1.84 -0.77 4.28 -0.56
C 0.69 0.14 -4.18 -0.43
C 2.20 -0.26 -4.66 0.59
H -1.04 -1.62 0.04 0.31
H 0.86 -1.13 0.94 0.37
H -1.29 0.14 -0.46 0.61
H 1.44 0.88 1.11 0.42
H 0.20 2.16 0.35 0.38
H -2.61 1.29 1.56 0.29
H 1.46 0.05 2.89 0.23
H -3.50 -0.35 3.54 0.26
H 0.35 -1.22 4.91 0.21
H -2.31 -0.87 5.27 0.31
H 0.29 -1.27 -2.58 0.21
H -0.14 -0.33 -4.92 0.28
H 0.52 1.29 -3.95 0.34
H 2.65 -0.07 -2.71 0.38
N 0.16 -1.15 -0.27 -0.77
N 0.55 -0.33 -2.73 -0.40
O 0.20 1.84 -2.41 -0.68
O 2.56 -0.63 -5.77 -0.56
O 3.09 -0.31 -3.64 -0.49
```

Calculated values
- LUMO level: -0.07 eV
- HOMO: -0.3473 Eh
- Kohn-Sham gap: 9.4 eV



# 5
This record from the OMol25 dataset describes one molecule with the formula C11H14N2O3. The level of theory is wB97M-V/def2-TZVPD.

```
30
Properties=species:S:1:pos:R:3:mulliken_charge:R:1
N 0.58 -0.15 1.29 -0.32
C 0.82 0.54 0.10 -0.11
C -0.55 0.95 -0.48 -1.16
C -1.79 0.24 -0.28 0.33
C -2.08 -1.13 -0.61 -0.02
C -3.30 -1.77 -0.46 -0.80
C -4.36 -0.96 -0.01 -0.38
C -4.14 0.40 0.26 -0.80
C -2.89 0.95 0.27 -0.23
C 1.84 1.67 -0.15 0.29
O 1.55 2.83 -0.11 -0.62
N 3.14 1.31 -0.12 -0.18
C 3.83 0.03 -0.51 -0.56
C 3.40 -1.48 -0.05 0.56
O 3.95 -2.53 -0.49 -0.58
O 2.74 -1.57 1.15 -0.58
H 0.13 -0.97 0.93 0.44
H 0.42 0.27 2.18 0.19
H 1.10 -0.21 -0.66 0.36
H -0.42 1.28 -1.46 0.62
H -0.64 2.01 -0.03 0.40
H -1.36 -1.77 -1.11 0.38
H -3.47 -2.84 -0.58 0.38
H -5.18 -1.51 0.17 0.45
H -4.91 1.04 0.54 0.43
H -2.75 1.90 0.95 0.20
H 3.80 2.02 -0.10 0.26
H 3.93 0.03 -1.59 0.33
H 4.84 0.40 -0.23 0.34
H 1.77 -1.02 1.17 0.37
```

Calculated values
- SMILES string: N[C@@H](Cc1ccccc1)C(=O)NCC(=O)O
- LUMO level: 0.47 eV
- HOMO: -0.3440 Eh
- Kohn-Sham gap: 9.8 eV



# 6
This record from the OMol25 dataset describes one molecule with the formula C11H14N4. The level of theory is wB97M-V/def2-TZVPD.

```
29
Properties=species:S:1:pos:R:3:mulliken_charge:R:1
C 4.37 -1.55 0.63 -1.56
C 3.26 -0.71 0.05 0.68
C 2.08 -1.32 -0.19 -0.01
N 0.99 -0.83 -0.61 -0.57
N -0.22 -0.81 -0.32 0.15
C -1.03 0.21 -0.22 -0.25
C -2.56 0.07 0.00 1.93
C -3.07 -1.42 -0.10 -1.55
C -2.98 0.58 1.37 -1.54
C -3.17 0.96 -1.08 -1.51
N -0.75 1.52 -0.17 0.20
N 0.33 2.10 -0.34 -0.67
C 1.53 1.79 -0.47 0.61
C 2.77 1.99 -0.37 -0.68
C 3.79 0.76 -0.35 -0.35
H 5.27 -1.66 0.05 0.35
H 4.02 -2.57 0.90 0.34
H 4.77 -1.12 1.56 0.36
H -3.14 -1.84 -1.08 0.37
H -2.30 -1.92 0.47 0.41
H -4.15 -1.33 0.27 0.35
H -4.07 0.62 1.32 0.43
H -2.60 -0.04 2.18 0.38
H -2.47 1.60 1.48 0.35
H -4.25 0.76 -1.21 0.43
H -2.86 1.99 -0.78 0.35
H -2.44 0.71 -1.89 0.35
H 4.25 0.59 -1.45 0.26
H 4.63 0.86 0.34 0.40
```

Calculated values
- SMILES string: CC1=C=N/N=C(C(C)(C)C)\N=N/C#CC1
- LUMO level (spin up / spin down): -1.39 / -1.39 eV
- HOMO (spin up / spin down): -0.2937 / -0.2936 Eh
- Kohn-Sham gap (spin up / spin down): 6.6 / 6.6 eV



# 7
This record from the OMol25 dataset describes one molecule with the formula C11H14N4. The level of theory is wB97M-V/def2-TZVPD.

```
29
Properties=species:S:1:pos:R:3:lowdin_spin:R:1
C 1.03 0.44 0.14 0.14
C -1.38 -1.48 -3.05 0.27
C -0.43 -0.96 -2.40 0.05
C -2.71 -1.51 -2.27 0.05
C -1.93 -1.13 0.28 0.02
C -2.82 -1.61 -0.60 0.27
C -4.02 -2.26 -0.10 0.05
C 1.96 2.63 0.19 0.01
C 3.43 0.52 0.81 0.01
C 1.62 1.42 2.31 0.00
C 2.05 1.29 0.87 0.01
N 1.38 0.14 -1.19 0.23
N 0.06 -0.03 0.77 0.22
N 0.72 -0.54 -2.02 0.38
N -0.75 -0.86 0.29 0.23
H -3.28 -0.69 -2.51 0.02
H -3.36 -2.42 -2.53 0.01
H -5.02 -1.88 -0.56 0.01
H -4.16 -1.95 0.95 0.00
H -4.17 -3.41 -0.03 0.02
H 2.75 3.34 0.48 0.00
H 2.01 2.80 -0.94 0.00
H 0.99 3.04 0.54 0.00
H 4.45 0.93 0.94 0.00
H 3.52 -0.47 1.32 0.00
H 3.53 0.19 -0.24 0.00
H 0.59 1.23 2.66 0.00
H 2.12 0.79 3.07 0.00
H 1.81 2.42 2.82 0.00
```

Calculated values
- 2S+1: 3
- LUMO level (spin up / spin down): -0.52 / -2.71 eV
- HOMO (spin up / spin down): -0.2513 / -0.2763 Eh
- Kohn-Sham gap (spin up / spin down): 6.3 / 4.8 eV



# 8
This record from the OMol25 dataset describes C11H14NO5Tc as an isolated structure. The level of theory is wB97M-V/def2-TZVPD.

```
32
Properties=species:S:1:pos:R:3:lowdin_spin:R:1
Tc -0.08 -1.47 -0.55 2.61
O -3.99 -0.25 -0.44 0.01
C -2.85 -0.72 -0.17 0.02
O -1.88 -0.72 -1.00 0.04
C -2.56 -1.30 1.15 0.01
C -3.38 -1.42 2.25 0.01
C -2.83 -2.01 3.41 0.02
C -1.51 -2.43 3.41 0.00
C -0.76 -2.26 2.25 0.02
N -1.29 -1.72 1.16 -0.01
C 0.67 -2.64 2.05 0.01
O 1.48 -3.12 2.73 0.03
O 1.00 -2.25 0.65 0.13
H -4.10 0.13 -1.34 0.00
H -4.41 -1.08 2.23 0.00
H -3.45 -2.12 4.29 0.00
H -1.05 -2.89 4.28 0.00
C 0.07 -3.46 -2.60 0.04
C 1.14 -2.49 -3.02 0.01
O 1.03 -1.28 -2.09 0.01
C 2.01 -0.07 -2.33 0.02
C 2.06 0.31 -3.78 0.00
H 0.13 -4.37 -3.21 0.01
H -0.94 -3.07 -2.77 0.00
H 0.22 -3.85 -1.57 0.01
H 1.00 -2.09 -4.02 0.00
H 2.16 -2.85 -2.87 0.00
H 2.94 -0.43 -1.91 0.00
H 1.57 0.70 -1.70 0.00
H 2.56 -0.44 -4.39 0.00
H 2.68 1.21 -3.82 0.00
H 1.08 0.56 -4.18 0.00
```

Calculated values
- 2S+1: 4
- LUMO level (spin up / spin down): -14.34 / -14.32 eV
- HOMO (spin up / spin down): -0.8089 / -0.8086 Eh
- Net charge: +3
- Kohn-Sham gap (spin up / spin down): 7.7 / 7.7 eV



Energy above the lowest of the compared OMol25 structures with the same formula, charge and spin across the listed records, respectively: 0.7205 0.6150 1.4100 8.7690 4.4948 7.9512 5.8470 0.0000 eV.